Formula: C4H20NO7
Source: the Open Molecules 2025 dataset
Level of theory: the ωB97M-V functional and the def2-TZVPD basis

Each line ends with the Löwdin charge.
Positions of all 32 atoms, in Å:
H 0.42638 -2.16313 0.53584  -0.018
H 0.77223 0.00204 2.62400  0.124
O -1.41339 -0.82204 -2.24180  -0.058
O 0.74419 2.92004 -1.39692  -0.030
H 2.51168 1.18153 -1.27798  0.009
C -2.81260 -0.87754 1.03521  -0.203
H -1.75908 -0.27949 2.83461  0.137
H 1.51585 2.62661 -1.88871  0.044
O 1.66790 0.73889 0.96594  -0.076
H 0.09657 2.01828 0.14476  0.093
O 0.68964 -2.33859 1.42797  -0.043
H -2.41925 1.05137 1.95596  0.121
O 1.45065 -2.32187 -1.31364  -0.050
H -0.21959 0.80201 -0.91186  0.111
O -3.48524 -0.36410 0.18543  0.077
H 1.16517 -1.49527 -1.69628  0.001
H -1.73870 -1.27555 -3.05999  0.088
H -2.19977 -0.92271 -1.69211  0.013
H 3.41129 0.09716 -1.93360  0.112
H 0.58371 1.71419 2.34518  0.125
H 0.48046 3.77790 -1.75268  0.085
H -2.64420 -1.85319 1.47780  0.136
H -1.49881 1.74786 -0.40531  0.164
H 1.99442 -2.87168 -1.89586  0.068
H 0.99680 -3.25783 1.45733  0.079
C 0.56655 0.76287 1.88724  -0.168
N -0.60031 1.35602 -0.14991  0.234
C -0.64934 0.25359 1.03407  -0.198
H -0.29902 -0.76666 0.76020  0.105
O 2.50865 0.56397 -2.02910  -0.082
C -1.91623 0.11914 1.82594  -0.103
H 2.07335 -0.12385 1.14830  0.102

The HOMO-LUMO gap is 10.80 eV. The strongest force on any atom comes out at 4.55 eV/A. Its net charge is +1. The value obtained for the HOMO energy is -0.4938 Eh. As for the total energy: -745.5529 a.u.